Here is 10 unconnected molecules or ions with the total composition C29H50FN11O4S in a non-equilibrium geometry from OMol25. Energies are from ωB97M-V/def2-TZVPD.

Values from the calculation:
HOMO-LUMO gap	9.0	eV
lowest unoccupied orbital energy	-0.1	eV
strongest force on any atom	0.0519	hartree/bohr

Structure (ORCA input):
```
! RIJCOSX wB97M-V def2-TZVPD def2/J DEFGRID3
* xyz 0 1
C 3.17 -1.14 1.85
O 2.71 0.19 1.63
C 1.35 0.31 1.29
C 1.17 1.58 0.47
C 1.24 2.91 1.24
N -0.11 3.48 1.56
C -0.87 2.67 2.56
C -1.88 1.73 1.90
C -2.61 0.88 2.95
C -2.59 -0.67 2.77
N -1.97 -1.17 1.53
C -1.34 -2.48 1.70
C -2.84 -1.18 0.39
C -2.29 -0.52 -0.85
O -3.93 -1.73 0.42
S 0.03 5.02 2.10
O -1.25 5.52 2.45
O 0.95 5.75 1.30
F 0.77 4.79 3.48
H 3.17 -1.37 2.92
H 2.53 -1.88 1.36
H 4.17 -1.23 1.44
H 0.74 0.34 2.21
H 1.01 -0.55 0.71
H 0.28 1.53 -0.15
H 2.02 1.60 -0.23
H 1.74 3.64 0.61
H 1.85 2.79 2.15
H -1.42 3.36 3.22
H -0.18 2.11 3.20
H -1.36 1.13 1.17
H -2.59 2.36 1.36
H -2.21 1.09 3.95
H -3.65 1.20 2.99
H -2.05 -1.13 3.59
H -3.62 -1.05 2.84
H -1.01 -2.85 0.73
H -2.00 -3.21 2.17
H -0.43 -2.36 2.31
H -2.79 0.44 -0.99
H -1.23 -0.33 -0.73
H -2.43 -1.16 -1.72
C -5.31 2.46 5.75
C -3.95 2.06 6.04
N -2.87 1.71 6.24
H -5.81 1.68 5.17
H -5.87 2.62 6.67
H -5.31 3.38 5.17
C 3.00 1.13 5.60
C 3.08 -0.30 5.83
N 3.14 -1.45 5.98
H 3.12 1.34 4.53
H 2.03 1.51 5.93
H 3.79 1.64 6.15
C -7.81 1.06 1.88
C -8.00 1.45 3.28
N -8.14 1.73 4.39
H -8.14 1.87 1.23
H -6.76 0.86 1.70
H -8.39 0.17 1.66
C -0.24 -1.47 -4.96
C -0.05 -0.64 -3.78
N 0.12 0.06 -2.87
H 0.29 -1.00 -5.78
H 0.16 -2.46 -4.77
H -1.30 -1.55 -5.20
C 3.40 1.37 -5.77
C 2.33 0.75 -6.54
N 1.49 0.26 -7.15
H 3.39 2.45 -5.94
H 3.26 1.17 -4.72
H 4.36 0.97 -6.09
C 6.62 -0.77 -1.55
C 6.23 -1.71 -0.52
N 5.92 -2.46 0.30
H 7.32 -1.25 -2.24
H 5.74 -0.44 -2.11
H 7.10 0.10 -1.11
C 4.53 -2.89 -4.21
C 4.22 -1.47 -4.13
N 3.98 -0.34 -4.06
H 3.74 -3.42 -4.74
H 5.47 -3.04 -4.73
H 4.62 -3.31 -3.20
C -7.06 -2.12 -0.96
C -8.15 -1.16 -1.03
N -9.01 -0.40 -1.09
H -6.13 -1.63 -0.66
H -7.30 -2.89 -0.23
H -6.91 -2.59 -1.93
C 6.78 -3.63 -8.26
C 6.35 -4.45 -7.13
N 6.02 -5.09 -6.24
H 7.47 -4.20 -8.88
H 5.91 -3.35 -8.86
H 7.27 -2.73 -7.91
*
```